Entry 1:
Formula: C30H29ClCsN3O10P
Source: the Open Molecules 2025 dataset
Level of theory: ωB97M-V with the def2-TZVPD basis set

Charge: -1
Relative energy (zero: lowest compared OMol25 entry of this formula, charge and spin), kcal per mole: 59.6

Last column: Löwdin charge in e.
Geometry (Å):
Cs 0.07584 1.72766 -0.85164  1.678
O 2.82315 1.04705 4.75900  0.097
C 2.52190 1.50318 3.52040  -0.451
O 1.71181 2.37334 3.34725  0.121
C 3.32982 0.83657 2.45756  -0.192
C 4.52809 0.20787 2.76164  -0.011
C 5.24366 -0.37071 1.72076  -0.053
C 4.73696 -0.29238 0.43970  0.005
C 3.51089 0.34521 0.23669  -0.166
N 2.82351 0.89805 1.22666  0.201
C 2.95581 0.49068 -1.17833  -0.701
O 3.73116 0.99575 -1.99955  0.019
O 1.77198 0.11594 -1.35317  -0.521
H 2.25325 1.51949 5.37728  0.121
H 4.88353 0.18413 3.78154  0.109
H 6.18683 -0.86553 1.91606  0.104
H 5.26842 -0.70705 -0.40562  0.121
O -2.45488 3.94166 -3.03778  -0.327
Cl -2.05650 3.76687 -1.67820  0.562
O -2.75828 4.68585 -0.82750  -0.339
O -2.31909 2.41998 -1.26367  -0.586
O -0.63959 4.01162 -1.55069  -0.641
O -1.28263 -0.13789 2.37596  -0.037
N -1.36767 -1.04007 1.35490  -0.046
C -1.53100 -2.23341 1.74232  -0.134
C -1.54217 -3.32487 0.77124  -0.224
C -2.20509 -4.50345 1.12445  -0.057
C -2.27432 -5.56660 0.24718  -0.099
C -1.67068 -5.45628 -0.99867  -0.088
C -0.99370 -4.29935 -1.34522  -0.072
C -0.89940 -3.20879 -0.47799  -0.275
P 0.13172 -1.66981 -0.82907  1.105
C 1.39036 -2.56169 -1.85837  -0.355
C 1.35148 -2.79706 -3.23092  -0.090
C 2.33901 -3.55448 -3.84715  -0.087
C 3.38583 -4.08128 -3.10610  -0.106
C 3.44667 -3.83828 -1.74143  -0.093
C 2.45759 -3.08402 -1.12937  -0.105
C -0.97531 -0.96000 -2.12268  -0.417
C -0.47739 -0.19794 -3.18342  -0.210
C -1.32457 0.30218 -4.15975  -0.076
C -2.68752 0.05125 -4.10118  -0.085
C -3.19612 -0.68828 -3.04628  -0.078
C -2.35155 -1.17971 -2.06205  -0.083
H -1.31747 0.73954 1.95700  0.039
H -1.64356 -2.48024 2.79982  0.129
H -2.68335 -4.56198 2.09628  0.105
H -2.79717 -6.47207 0.52967  0.095
H -1.72188 -6.28078 -1.69983  0.097
H -0.52680 -4.24788 -2.31837  0.098
H 0.54455 -2.39291 -3.82583  0.099
H 2.28534 -3.73852 -4.91399  0.097
H 4.15167 -4.67731 -3.58785  0.092
H 4.26949 -4.23235 -1.15639  0.095
H 2.50411 -2.88435 -0.06297  0.103
H 0.58427 0.00404 -3.24173  0.090
H -0.91744 0.88168 -4.97914  0.109
H -3.34787 0.43341 -4.86922  0.101
H -4.25856 -0.89280 -2.99071  0.101
H -2.76564 -1.74205 -1.23558  0.101
C -2.35578 5.80198 3.25644  -0.055
N -2.39314 4.38999 2.91865  -0.135
C -3.61205 3.62543 3.15178  -0.033
C -1.43064 3.77200 2.18945  -0.489
C -0.22316 4.55958 1.76145  0.019
O -1.56669 2.59333 1.87698  -0.027
H -3.22452 6.03976 3.86430  0.077
H -2.37654 6.43525 2.36589  0.097
H -1.46937 6.04684 3.84321  0.082
H -4.37956 4.28065 3.55517  0.077
H -3.42829 2.80782 3.85158  0.091
H -3.96207 3.19024 2.21538  0.096
H -0.05171 5.46459 2.33595  0.068
H -0.38206 4.82551 0.71285  0.075
H 0.64412 3.90615 1.82492  0.067

Entry 2:
Formula: C4H7FS
Source: the Open Molecules 2025 dataset
Level of theory: ωB97M-V with the def2-TZVPD basis set

SMILES: F[C@H]1C[C@H](S)C1
Relative energy (zero: lowest compared OMol25 entry of this formula, charge and spin), kcal per mole: 42.6

Last column: Löwdin charge in e.
Geometry (Å):
F 2.42994 -0.03637 -0.22788  0.006
C 1.12283 -0.00976 -0.63009  -0.434
C 0.34030 -1.04700 -0.01229  -0.105
C -0.76074 0.13357 0.50467  -0.600
S -2.31293 0.06405 -0.41222  0.725
C 0.35055 1.12286 0.01521  -0.151
H 1.01106 0.07806 -1.67315  0.135
H -0.23990 -1.88940 -0.40902  0.105
H 0.91563 -1.32063 0.85104  0.107
H -0.91350 0.16514 1.60122  0.092
H -2.94936 -0.86652 0.26000  -0.165
H 1.02008 1.58813 0.82553  0.138
H -0.01395 2.01786 -0.69301  0.146

Entry 3:
Formula: C21H30F6NO18P
Source: the Open Molecules 2025 dataset
Level of theory: ωB97M-V with the def2-TZVPD basis set

SMILES: N[PH](F)(CCO)CCCC(=O)O.O=C1OC[C@@H](F)O1.O=C1OC[C@@H](F)O1.O=C1OC[C@@H](F)O1.O=C1OC[C@@H](F)O1.O=C1OC[C@@H](F)O1

Last column: Löwdin charge in e.
Geometry (Å):
N 3.55547 2.90004 1.97720  -0.168
P 4.10245 2.53810 0.32789  0.772
F 4.56080 2.23353 -1.30424  -0.380
C 3.60689 0.78739 0.47743  -0.239
C 4.21558 0.05141 1.64993  -0.304
O 5.59795 -0.22032 1.46264  -0.066
C 5.81765 3.13488 0.58098  -0.255
C 6.34511 3.16219 2.01099  -0.213
C 7.86011 3.51897 2.10077  -0.086
C 8.39570 4.20945 0.87266  -0.497
O 8.92884 3.61868 -0.05690  0.109
O 8.32123 5.58434 0.85327  0.069
H 2.55090 2.74936 2.03248  -0.001
H 3.67748 3.88426 2.18181  0.031
H 3.17686 3.43302 -0.22470  0.054
H 2.52836 0.79350 0.61665  0.073
H 3.79367 0.25936 -0.44917  0.087
H 3.67935 -0.89281 1.77018  0.112
H 4.10706 0.60545 2.57075  0.097
H 5.76558 -0.30984 0.52592  0.079
H 5.84458 4.13383 0.14798  0.093
H 6.46356 2.51520 -0.02630  0.089
H 6.23017 2.17733 2.44371  0.096
H 5.81209 3.87040 2.63046  0.090
H 8.02752 4.16304 2.95653  0.103
H 8.43876 2.61209 2.20284  0.124
H 7.44627 5.88479 1.10937  0.103
O 0.59519 1.89205 1.97812  0.159
C -0.27556 1.08718 1.99186  -0.547
O -0.09776 -0.23284 1.78482  0.073
C -1.34580 -0.90067 2.03223  -0.036
C -2.34031 0.22089 1.83380  -0.314
F -3.40927 0.10162 2.64153  0.084
O -1.58384 1.36794 2.20466  0.144
H -1.36629 -1.26637 3.05858  0.149
H -1.48211 -1.73053 1.34611  0.142
H -2.68445 0.34048 0.80481  0.175
O -4.69996 -2.32589 1.95145  0.186
C -5.64424 -1.84262 1.43461  -0.543
O -5.86710 -0.51134 1.28548  0.059
C -7.03241 -0.34219 0.46861  -0.043
C -7.74903 -1.65849 0.66435  -0.309
F -8.41849 -2.05414 -0.44932  0.066
O -6.68023 -2.55347 0.90137  0.131
H -6.73325 -0.20700 -0.57168  0.146
H -7.60766 0.51846 0.79727  0.142
H -8.43420 -1.68113 1.51277  0.175
O -10.57345 -6.47216 -4.37692  0.178
C -9.66741 -5.89609 -3.88140  -0.560
O -9.28273 -6.02193 -2.59195  0.079
C -8.05710 -5.29484 -2.41846  -0.040
C -8.12269 -4.30217 -3.55372  -0.315
F -6.89734 -4.00108 -4.04470  0.081
O -8.86393 -5.00840 -4.53499  0.127
H -7.21069 -5.97399 -2.52901  0.148
H -8.01957 -4.82252 -1.44063  0.131
H -8.64339 -3.37391 -3.31164  0.169
O 11.08679 9.39035 5.14268  0.194
C 10.23090 8.85105 4.53778  -0.547
O 9.97814 9.02546 3.21782  0.077
C 8.97039 8.08669 2.82532  -0.059
C 8.28879 7.79292 4.14134  -0.312
F 7.82740 6.51425 4.20617  0.063
O 9.33549 7.96558 5.07364  0.132
H 9.43787 7.19476 2.41050  0.131
H 8.30869 8.52502 2.08250  0.141
H 7.47083 8.47030 4.39316  0.172
O -5.20121 -7.20799 -5.27227  0.183
C -6.04070 -7.84779 -5.80128  -0.555
O -6.21568 -7.94846 -7.13964  0.074
C -7.23814 -8.92061 -7.39080  -0.047
C -7.99420 -8.91848 -6.08267  -0.311
F -8.49793 -10.14001 -5.78093  0.079
O -6.98163 -8.58809 -5.14491  0.125
H -6.78359 -9.89362 -7.58101  0.144
H -7.84468 -8.62786 -8.24280  0.140
H -8.79247 -8.17594 -6.02372  0.166

Entry 4:
Formula: C4H5NS3
Source: the Open Molecules 2025 dataset
Level of theory: ωB97M-V with the def2-TZVPD basis set

SMILES: S=C1NSC[C@H]2S[C@@H]12
Relative energy (zero: lowest compared OMol25 entry of this formula, charge and spin), kcal per mole: 36.4

Last column: Löwdin charge in e.
Geometry (Å):
S 0.09591 2.28421 -2.04662  0.709
C -0.16127 1.30441 -0.82129  -0.992
N -1.35238 0.91608 -0.41873  -0.377
S -1.65466 -0.08532 0.86822  0.883
C -0.45793 -1.44754 0.71717  -0.415
C 0.89136 -0.64954 0.60948  -0.532
S 1.93972 -0.53064 -0.90661  0.892
C 1.03353 0.68986 -0.09336  -0.669
H -2.21643 0.95230 -1.05394  0.139
H -0.77969 -1.89836 -0.26975  0.084
H -0.46574 -2.19342 1.55783  0.101
H 1.47824 -0.77048 1.47019  0.074
H 1.64931 1.42843 0.38741  0.103

| no. | E_LUMO (Ha) | E_HOMO (eV) | frontier orbital gap (hartree) |
| --- | --- | --- | --- |
| 1 | 0.076 | -5.1 | 0.263 |
| 2 | 0.031 | -9.0 | 0.363 |
| 3 | 0.002 | -9.3 | 0.343 |
| 4 | 0.008 | -8.6 | 0.323 |